No. 1
104
Properties=species:S:1:pos:R:3 method="wB97M-V/def2-TZVPD" de_lowest_kj_mol=0.0 total_charge=+3 spin_multiplicity=5 lumo_ev="-10.252 / -11.937"
Co -18.629 -7.237 -5.121
C -17.976 -5.214 -8.818
Sb -18.011 -5.412 -6.672
C -18.271 -7.908 -6.765
C -19.101 -8.302 -7.873
C -18.531 -8.482 -9.159
C -19.246 -9.210 -10.106
C -20.509 -9.639 -9.772
C -21.029 -9.341 -8.497
N -20.339 -8.700 -7.551
Si -16.689 -8.940 -6.770
C -15.450 -8.406 -8.060
C -15.479 -9.169 -5.270
C -17.241 -10.691 -7.117
C -19.709 -4.040 -5.989
C -20.253 -4.611 -4.766
C -21.331 -3.905 -4.103
C -21.849 -4.303 -2.852
C -21.277 -5.436 -2.213
C -20.237 -6.079 -2.935
N -19.786 -5.731 -4.160
Si -21.058 -3.596 -7.385
C -20.204 -2.619 -8.777
C -22.584 -2.600 -6.823
C -21.654 -5.233 -8.073
Si -18.703 -2.407 -5.284
C -18.184 -2.732 -3.476
C -19.718 -0.850 -5.401
C -17.195 -2.102 -6.363
H -17.340 -5.953 -9.307
H -17.593 -4.201 -9.069
H -18.950 -5.307 -9.244
H -17.532 -8.049 -9.360
H -18.822 -9.405 -11.107
H -21.146 -10.186 -10.445
H -22.002 -9.635 -8.212
H -15.665 -7.449 -8.533
H -15.411 -9.217 -8.815
H -14.469 -8.275 -7.585
H -14.837 -8.327 -4.942
H -14.775 -9.962 -5.607
H -15.978 -9.542 -4.355
H -17.819 -10.692 -8.049
H -17.772 -11.049 -6.205
H -16.359 -11.243 -7.318
H -21.529 -2.931 -4.554
H -22.597 -3.678 -2.346
H -21.554 -5.844 -1.254
H -19.650 -6.894 -2.491
H -20.444 -1.555 -8.609
H -20.618 -2.938 -9.755
H -19.123 -2.785 -8.799
H -22.378 -1.530 -6.674
H -23.136 -2.926 -5.945
H -23.289 -2.647 -7.673
H -21.136 -5.430 -9.022
H -22.681 -5.081 -8.372
H -21.592 -6.093 -7.452
H -18.277 -1.757 -2.927
H -17.152 -3.040 -3.339
H -18.750 -3.478 -2.916
H -20.522 -0.928 -4.690
H -20.075 -0.777 -6.419
H -19.034 -0.029 -5.122
H -16.437 -2.895 -6.472
H -16.706 -1.204 -5.950
H -17.417 -1.814 -7.397
N -16.246 -7.593 -0.175
N -16.432 -7.130 -1.476
N -15.950 -5.918 -1.961
C -16.402 -5.989 -3.233
N -17.115 -7.108 -3.496
N -17.151 -7.822 -2.365
H -15.425 -7.157 0.257
H -16.325 -8.599 -0.027
H -16.092 -5.272 -3.990
C -24.804 -7.558 -2.595
C -23.627 -8.547 -2.867
C -22.978 -8.404 -4.240
C -21.951 -9.492 -4.656
Ge -19.972 -9.206 -4.393
C -19.856 -9.772 -2.411
C -19.917 -11.251 -2.136
C -19.613 -11.562 -0.651
C -19.995 -12.965 -0.208
H -25.106 -7.494 -1.524
H -25.724 -7.785 -3.148
H -24.518 -6.554 -2.925
H -23.963 -9.591 -2.750
H -22.927 -8.416 -2.017
H -22.456 -7.428 -4.296
H -23.783 -8.391 -4.996
H -22.026 -9.626 -5.731
H -22.099 -10.466 -4.126
H -19.199 -10.392 -5.041
H -20.557 -9.101 -1.859
H -18.810 -9.386 -2.251
H -19.139 -11.838 -2.703
H -20.904 -11.718 -2.426
H -20.169 -10.866 0.008
H -18.563 -11.315 -0.438
H -21.079 -13.104 -0.286
H -19.713 -13.126 0.836
H -19.521 -13.727 -0.860

No. 2
99
Properties=species:S:1:pos:R:3 method="wB97M-V/def2-TZVPD" de_lowest_kj_mol=0.0 total_charge=+1 lumo_ev=-3.132
C -1.406 -2.722 3.574
C -2.480 -2.750 2.468
C -1.959 -3.075 1.061
C -0.642 -2.387 0.661
C -0.757 -1.444 -0.565
C -0.459 0.021 -0.227
C -1.355 0.562 0.888
C -2.827 0.544 0.470
C -3.753 0.833 1.617
C -5.003 0.241 1.693
C -5.849 0.487 2.774
C -7.170 -0.208 2.825
C -8.331 0.670 2.308
C -9.394 -0.137 1.556
N -9.484 -1.511 2.058
C -5.403 1.360 3.768
C -4.156 1.941 3.673
N -3.680 2.800 4.679
N -3.362 1.653 2.612
H -1.705 -3.238 4.480
H -1.155 -1.686 3.802
H -0.482 -3.165 3.210
H -3.062 -1.826 2.495
H -3.191 -3.534 2.735
H -2.748 -2.802 0.356
H -1.856 -4.154 0.968
H 0.063 -3.168 0.384
H -0.179 -1.831 1.473
H -1.757 -1.552 -0.978
H -0.073 -1.739 -1.355
H 0.583 0.091 0.074
H -0.654 0.619 -1.118
H -1.027 1.570 1.166
H -1.239 -0.049 1.788
H -3.095 -0.450 0.129
H -3.022 1.230 -0.355
H -5.305 -0.435 0.909
H -7.387 -0.495 3.852
H -7.089 -1.117 2.239
H -8.837 1.082 3.181
H -8.000 1.507 1.698
H -9.140 -0.196 0.498
H -10.369 0.345 1.652
H -9.580 -1.546 3.063
H -10.231 -2.018 1.612
H -6.012 1.575 4.632
H -3.965 3.760 4.531
H -2.674 2.735 4.775
H -2.438 2.063 2.563
C 3.053 0.834 2.786
C 3.567 0.088 1.576
O 2.805 -0.355 0.743
C 5.055 -0.069 1.460
H 1.965 0.878 2.750
H 3.357 0.319 3.699
H 3.452 1.849 2.794
H 5.442 -0.622 2.320
H 5.541 0.915 1.417
H 5.287 -0.621 0.551
C -1.353 -1.717 -4.707
C -2.516 -1.216 -3.892
O -2.378 -0.372 -3.028
C -3.872 -1.811 -4.188
H -0.444 -1.216 -4.400
H -1.229 -2.791 -4.558
H -1.525 -1.517 -5.767
H -3.850 -2.889 -4.022
H -4.147 -1.612 -5.225
H -4.618 -1.365 -3.533
C 1.999 -0.283 -2.652
C 2.519 -1.039 -3.849
O 1.733 -1.497 -4.650
C 4.008 -1.193 -3.995
H 0.912 -0.268 -2.698
H 2.309 -0.783 -1.732
H 2.370 0.743 -2.654
H 4.410 -1.729 -3.132
H 4.479 -0.216 -4.067
H 4.231 -1.754 -4.897
C 6.007 1.845 -7.298
C 6.530 0.947 -6.203
O 5.977 -0.090 -5.918
C 7.774 1.403 -5.479
H 5.114 1.402 -7.733
H 5.755 2.825 -6.890
H 6.762 1.962 -8.077
H 7.594 2.365 -4.996
H 8.600 1.502 -6.184
H 8.040 0.670 -4.721
C 7.330 3.295 3.652
C 7.853 2.565 2.440
O 7.105 2.104 1.606
C 9.349 2.435 2.313
H 6.242 3.318 3.621
H 7.649 2.785 4.562
H 7.706 4.319 3.663
H 9.750 1.889 3.168
H 9.807 3.423 2.269
H 9.589 1.892 1.402